Below is a molecular structure, C34H44AsCl2N6OSTi, with properties calculated with ωB97M-V/def2-TZVPD.

```
90
Properties=species:S:1:pos:R:3:lowdin_charge:R:1
Ti 0.655 0.180 -1.039 0.539
S 1.912 2.023 -0.075 0.608
C 1.972 1.986 1.705 -0.637
C 2.747 2.960 2.339 -0.118
C 2.852 2.996 3.719 -0.070
C 2.195 2.050 4.499 -0.073
C 1.434 1.075 3.879 -0.114
C 1.308 1.042 2.490 -0.404
As 0.243 -0.326 1.622 1.317
C 0.554 -1.803 2.885 -0.341
C 1.834 -2.315 3.091 -0.128
C 2.055 -3.297 4.045 -0.071
C 1.003 -3.787 4.806 -0.074
C -0.270 -3.278 4.612 -0.068
C -0.496 -2.291 3.659 -0.092
C -1.568 0.121 2.176 -0.404
C -1.858 1.082 3.134 -0.087
C -3.171 1.271 3.556 -0.072
C -4.194 0.506 3.017 -0.080
C -3.910 -0.445 2.040 -0.086
C -2.604 -0.631 1.615 -0.135
H 3.270 3.690 1.733 0.100
H 3.461 3.758 4.189 0.110
H 2.282 2.069 5.578 0.108
H 0.937 0.323 4.480 0.109
H 2.678 -1.925 2.547 0.055
H 3.059 -3.675 4.198 0.109
H 1.177 -4.553 5.552 0.109
H -1.099 -3.642 5.206 0.109
H -1.499 -1.915 3.534 0.089
H -1.066 1.682 3.562 0.098
H -3.389 2.016 4.310 0.111
H -5.212 0.647 3.357 0.110
H -4.708 -1.042 1.616 0.112
H -2.384 -1.374 0.857 0.111
N 0.599 1.289 -3.011 -0.044
C -0.317 2.301 -3.581 -0.216
C 0.032 3.703 -3.145 -0.266
N -0.286 3.973 -1.743 0.001
H 1.548 1.650 -3.064 0.069
H 0.618 0.468 -3.611 0.088
H -1.341 2.059 -3.301 0.093
H -0.241 2.268 -4.670 0.123
H -0.561 4.374 -3.768 0.118
H 1.086 3.892 -3.395 0.116
H -0.191 4.965 -1.562 0.079
H 0.387 3.514 -1.132 -0.043
C -3.807 0.679 -3.483 -0.045
N -2.904 0.170 -2.455 -0.146
C -2.232 -1.073 -2.791 -0.091
C -2.536 0.914 -1.389 -0.428
N -1.325 0.834 -0.869 0.030
N -3.463 1.765 -0.881 -0.125
C -3.077 2.897 -0.047 -0.026
C -4.871 1.395 -0.783 -0.040
H -3.318 0.564 -4.453 0.093
H -4.018 1.732 -3.325 0.092
H -4.746 0.125 -3.513 0.094
H -2.978 -1.843 -2.998 0.090
H -1.601 -1.403 -1.975 0.015
H -1.614 -0.954 -3.686 0.089
H -1.316 1.392 -0.020 0.033
H -2.116 3.291 -0.375 0.063
H -3.052 2.629 1.011 0.081
H -3.815 3.687 -0.183 0.100
H -5.037 0.397 -1.177 0.090
H -5.506 2.103 -1.320 0.096
H -5.163 1.398 0.269 0.082
Cl 2.940 -1.257 0.113 0.796
C 2.303 -2.789 -0.430 -0.533
C 2.943 -3.963 -0.089 -0.097
C 2.427 -5.157 -0.567 -0.070
C 1.303 -5.144 -1.379 -0.098
C 0.686 -3.947 -1.700 -0.586
Cl -0.704 -3.972 -2.739 0.735
C 1.145 -2.718 -1.219 -0.408
N 0.554 -1.492 -1.475 -0.143
H 3.826 -3.942 0.536 0.113
H 2.901 -6.095 -0.312 0.113
H 0.894 -6.066 -1.772 0.109
C 4.470 -1.463 -3.407 0.004
C 3.974 -0.256 -2.672 -0.497
C 4.982 0.631 -2.006 -0.016
O 2.780 -0.010 -2.621 -0.073
H 5.223 -1.170 -4.142 0.098
H 3.650 -1.988 -3.890 0.091
H 4.966 -2.128 -2.694 0.097
H 5.829 0.058 -1.629 0.093
H 4.512 1.211 -1.214 0.048
H 5.366 1.325 -2.761 0.104
```

**2S+1**: 1
**Charge**: +1
**Frontier orbital gap**: 7.78 eV
**ΔE to the lowest compared entry with this formula, charge and spin**: 0.904 eV

=====

Below is a molecular structure, C34H44BeN2OP2Si2, with properties calculated with ωB97M-V/def2-TZVPD.

```
86
Properties=species:S:1:pos:R:3:lowdin_charge:R:1
Be -1.225 0.660 0.767 0.049
C -3.868 -0.710 2.923 -0.181
Si -2.235 -0.046 3.597 0.315
C -2.623 1.605 4.419 -0.190
C -1.640 -1.217 4.938 -0.178
N -1.145 0.130 2.325 -0.236
P 0.453 -0.224 1.951 0.739
C 0.487 0.554 0.466 -0.391
P 0.546 0.430 -1.173 0.810
N -0.973 0.977 -1.813 -0.192
Si -1.158 1.671 -3.402 0.429
C -1.405 3.542 -3.379 -0.169
C -2.611 0.964 -4.382 -0.183
C 0.326 1.433 -4.522 -0.158
C 1.765 1.697 -1.750 -0.279
C 1.614 3.022 -1.340 -0.105
C 2.524 3.993 -1.726 -0.105
C 3.626 3.642 -2.499 -0.121
C 3.804 2.320 -2.882 -0.103
C 2.871 1.356 -2.518 -0.094
C 0.950 -1.063 -1.978 -0.346
C 0.228 -1.670 -3.058 -0.175
C 0.647 -2.839 -3.636 -0.168
C 1.818 -3.513 -3.193 -0.174
C 2.521 -2.947 -2.101 -0.169
C 2.120 -1.782 -1.509 -0.152
C 0.498 -2.059 1.814 -0.251
C 1.701 -2.750 1.934 -0.094
C 1.764 -4.113 1.676 -0.102
C 0.626 -4.800 1.278 -0.114
C -0.577 -4.120 1.147 -0.094
C -0.639 -2.760 1.418 -0.080
C 1.672 0.197 3.113 -0.352
C 1.857 -0.533 4.350 -0.167
C 2.727 -0.083 5.311 -0.181
C 3.465 1.109 5.153 -0.183
C 3.283 1.842 3.943 -0.175
C 2.424 1.413 2.971 -0.142
H -4.677 -0.651 3.658 0.014
H -4.158 -0.144 2.034 0.014
H -3.757 -1.754 2.617 0.018
H -3.366 1.507 5.216 0.012
H -1.710 2.029 4.845 0.023
H -3.004 2.313 3.678 0.016
H -2.384 -1.325 5.732 0.017
H -1.440 -2.204 4.512 0.023
H -0.710 -0.848 5.379 0.010
H -2.264 3.889 -2.806 0.008
H -0.507 4.008 -2.964 0.015
H -1.519 3.900 -4.408 0.025
H -3.585 1.246 -3.983 0.011
H -2.542 1.348 -5.405 0.021
H -2.566 -0.126 -4.442 0.017
H 1.052 2.233 -4.379 0.026
H 0.831 0.477 -4.383 0.022
H -0.039 1.482 -5.554 0.028
H 0.777 3.270 -0.696 0.107
H 2.387 5.022 -1.410 0.090
H 4.348 4.396 -2.793 0.084
H 4.668 2.039 -3.475 0.091
H 2.987 0.326 -2.837 0.100
H -0.676 -1.199 -3.425 0.058
H 0.058 -3.263 -4.445 0.073
H 2.131 -4.448 -3.640 0.046
H 3.391 -3.464 -1.704 0.079
H 2.663 -1.399 -0.650 0.091
H 2.588 -2.204 2.231 0.103
H 2.711 -4.634 1.766 0.091
H 0.682 -5.859 1.052 0.086
H -1.466 -4.645 0.816 0.091
H -1.569 -2.217 1.291 0.083
H 1.318 -1.461 4.511 0.074
H 2.852 -0.669 6.219 0.074
H 4.146 1.452 5.923 0.046
H 3.847 2.757 3.782 0.070
H 2.303 1.978 2.052 0.077
C -2.778 -1.391 -1.474 -0.096
O -2.407 -0.464 -0.471 -0.224
C -2.029 0.933 -0.763 -0.459
C -3.292 1.689 -1.107 -0.074
H -3.735 -1.846 -1.196 0.079
H -2.013 -2.166 -1.566 0.077
H -2.890 -0.903 -2.445 0.055
H -3.842 1.266 -1.956 0.051
H -3.076 2.736 -1.326 0.053
H -3.959 1.663 -0.245 0.069
```

**2S+1**: 1
**Charge**: -2
**Frontier orbital gap (spin up / spin down)**: 3.06 / 3.01 eV
**ΔE to the lowest compared entry with this formula, charge and spin**: 0.088 eV

=====

Below is a molecular structure, C34H44Cl5IrN5O3Si2, with properties calculated with ωB97M-V/def2-TZVPD.

```
94
Properties=species:S:1:pos:R:3:mulliken_spin:R:1
Ir 0.139 0.001 -2.307 1.914
Cl 3.186 6.144 -2.525 0.002
C 2.917 4.429 -2.330 0.019
C 3.991 3.454 -2.489 -0.010
Cl 5.599 3.861 -2.980 0.000
C 3.738 2.122 -2.130 0.007
Cl 4.992 0.968 -1.799 0.002
C 2.425 1.623 -2.147 0.049
O 2.138 0.341 -1.972 0.154
C 1.339 2.537 -2.026 0.022
O 0.163 2.086 -1.661 0.017
C 1.687 3.948 -2.035 -0.005
Cl 0.389 5.041 -1.637 0.000
C -2.023 3.147 -3.407 0.012
Si -2.829 1.469 -3.261 -0.001
C -4.211 1.387 -1.936 0.017
C -3.592 1.116 -5.029 0.003
N -1.670 0.078 -2.906 0.144
C -2.118 -1.214 -3.070 0.157
C -3.446 -1.626 -3.171 -0.062
C -3.767 -3.007 -3.436 0.087
C -2.752 -3.965 -3.658 -0.058
C -1.423 -3.598 -3.458 0.117
C -1.104 -2.244 -3.130 -0.073
N 0.220 -1.812 -3.059 0.220
Si 1.623 -2.464 -3.715 -0.002
C 3.088 -1.309 -3.977 0.007
C 1.133 -3.085 -5.402 0.002
C 2.115 -3.779 -2.429 0.006
H -2.675 3.670 -4.174 0.000
H -1.039 2.998 -3.886 -0.005
H -1.928 3.754 -2.515 0.000
H -4.030 0.731 -1.078 -0.002
H -5.147 1.051 -2.402 0.001
H -4.446 2.438 -1.540 0.003
H -3.547 0.098 -5.305 0.003
H -3.299 1.781 -5.800 0.000
H -4.686 1.310 -4.921 0.000
H -4.215 -0.881 -2.928 0.005
H -4.835 -3.300 -3.513 0.010
H -3.005 -4.970 -3.994 0.001
H -0.647 -4.283 -3.706 0.012
H 2.930 -0.594 -4.742 -0.002
H 3.813 -2.051 -4.424 -0.001
H 3.609 -0.935 -3.100 -0.003
H 0.071 -3.095 -5.644 0.002
H 1.616 -3.996 -5.738 0.000
H 1.584 -2.360 -6.106 0.000
H 3.165 -4.042 -2.564 -0.001
H 1.546 -4.718 -2.537 0.004
H 1.937 -3.351 -1.425 0.020
C -2.744 0.386 2.392 -0.091
C -1.803 0.597 3.652 0.005
C -0.668 1.661 3.289 0.010
C -2.766 1.178 4.736 -0.001
C -1.250 -0.824 4.185 -0.163
O -2.361 -1.354 4.911 0.013
C -0.098 -0.668 5.239 -0.030
C 1.373 -0.895 4.873 0.032
C 2.400 0.183 5.183 0.000
C 3.608 0.157 4.469 -0.004
C 4.619 1.048 4.806 0.002
C 4.456 2.082 5.749 0.000
Cl 5.751 3.020 6.259 0.000
C 3.211 2.130 6.447 0.001
C 2.203 1.212 6.152 -0.004
C -0.808 -1.890 3.017 0.235
N -0.125 -1.407 1.745 -0.450
C -0.642 -1.141 0.498 0.920
N 0.360 -0.692 -0.264 0.318
C 1.482 -0.888 0.482 -0.037
N 1.227 -1.252 1.706 0.185
H -3.344 1.314 2.276 -0.003
H -3.415 -0.459 2.498 0.000
H -2.144 0.342 1.439 0.053
H -1.190 2.630 3.064 -0.001
H -0.085 1.308 2.439 -0.006
H -0.117 1.931 4.215 0.002
H -2.920 2.292 4.567 -0.001
H -2.419 0.997 5.785 0.001
H -3.785 0.709 4.653 0.000
H -2.200 -2.295 5.064 0.014
H -0.296 -1.303 6.144 -0.017
H -0.182 0.380 5.576 -0.001
H 1.453 -1.111 3.807 -0.012
H 1.761 -1.784 5.373 0.012
H 3.880 -0.599 3.777 0.003
H 5.556 0.872 4.343 0.000
H 3.081 2.913 7.184 0.000
H 1.247 1.253 6.699 -0.002
H -1.669 -2.445 2.675 0.201
H -0.140 -2.517 3.602 0.067
H -1.688 -1.233 0.286 -0.030
H 2.475 -0.743 0.134 -0.010
```

**2S+1**: 5
**⟨S²⟩**: 6.0268
**Charge**: -1
**Frontier orbital gap (spin up / spin down)**: 3.33 / 5.45 eV
**ΔE to the lowest compared entry with this formula, charge and spin**: 1.645 eV

=====

Below is a molecular structure, C34H44F3N2O4SeTl, with properties calculated with ωB97M-V/def2-TZVPD.

```
89
Properties=species:S:1:pos:R:3:lowdin_charge:R:1
Tl 0.103 -1.142 0.194 1.130
C -3.568 5.752 2.723 -0.041
C -3.298 4.575 3.676 -0.552
C -2.122 4.928 4.599 -0.047
C -4.540 4.382 4.552 -0.062
C -2.946 3.353 2.836 -0.161
C -1.797 3.381 2.052 -0.067
C -1.499 2.332 1.211 -0.377
Se -0.014 2.206 0.015 1.261
C 1.490 2.322 1.172 -0.407
C 1.656 3.250 2.176 -0.068
C 2.744 3.165 3.034 -0.162
C 3.602 2.072 2.879 0.016
C 3.458 1.092 1.921 -0.096
C 2.408 1.232 0.950 -0.454
O 2.193 0.452 -0.022 -0.240
C 4.411 -0.095 1.972 -0.530
C 4.220 -0.781 3.337 -0.033
C 5.858 0.394 1.822 -0.037
C 4.162 -1.146 0.890 -0.055
C 2.958 4.237 4.087 -0.548
C 3.171 5.585 3.380 -0.037
C 4.177 3.959 4.970 -0.058
C 1.717 4.316 4.988 -0.031
C -2.360 1.190 1.077 -0.438
O -2.070 0.289 0.236 -0.267
C -3.519 1.155 1.922 -0.084
C -3.766 2.219 2.759 0.038
C -4.480 -0.013 1.758 -0.529
C -5.698 0.072 2.683 -0.062
C -4.981 -0.032 0.305 -0.034
C -3.755 -1.332 2.068 -0.039
H -3.871 6.629 3.293 0.083
H -4.363 5.501 2.026 0.091
H -2.681 6.007 2.148 0.078
H -2.396 5.754 5.251 0.085
H -1.249 5.232 4.028 0.059
H -1.853 4.075 5.220 0.090
H -4.707 5.289 5.130 0.083
H -4.408 3.560 5.252 0.088
H -5.429 4.205 3.951 0.085
H -1.153 4.246 2.071 0.095
H 0.943 4.050 2.272 0.092
H 4.434 1.986 3.557 0.095
H 4.469 -0.122 4.164 0.078
H 4.856 -1.660 3.405 0.086
H 3.185 -1.100 3.453 0.076
H 6.131 1.108 2.594 0.074
H 5.986 0.872 0.854 0.093
H 6.537 -0.454 1.886 0.084
H 3.185 -1.609 1.009 0.065
H 4.919 -1.926 0.962 0.087
H 4.214 -0.704 -0.098 0.087
H 4.052 5.547 2.742 0.092
H 3.312 6.375 4.116 0.085
H 2.317 5.845 2.761 0.079
H 5.100 3.981 4.392 0.088
H 4.089 2.993 5.462 0.084
H 4.247 4.720 5.744 0.086
H 0.819 4.523 4.413 0.054
H 1.833 5.107 5.726 0.090
H 1.575 3.376 5.517 0.075
H -4.648 2.186 3.376 0.091
H -6.301 0.951 2.470 0.085
H -5.399 0.084 3.728 0.085
H -6.322 -0.804 2.523 0.084
H -5.472 0.909 0.062 0.092
H -5.692 -0.844 0.168 0.084
H -4.150 -0.178 -0.379 0.074
H -3.410 -1.337 3.101 0.076
H -2.901 -1.470 1.412 0.058
H -4.438 -2.167 1.923 0.088
O 0.133 -3.828 1.061 -0.078
N -0.162 -4.332 -0.006 -0.192
O -0.399 -3.703 -1.013 -0.046
F -1.478 -1.107 7.733 0.148
C -0.509 -0.368 7.183 -0.588
F -0.779 0.912 7.490 0.145
F 0.627 -0.684 7.829 0.150
C -0.367 -0.577 5.697 -0.092
C 0.394 0.322 4.963 0.045
C 0.544 0.092 3.606 -0.091
N 0.016 -0.954 2.988 0.038
C -0.689 -1.823 3.696 -0.126
C -0.925 -1.674 5.056 0.028
H 0.856 1.173 5.433 0.111
H 1.132 0.769 3.007 0.087
H -1.069 -2.679 3.157 0.104
H -1.521 -2.383 5.603 0.123
```

**2S+1**: 1
**Frontier orbital gap (spin up / spin down)**: 3.81 / 4.58 eV

=====

Below is a molecular structure, C34H45CeCl2N2OP3Se, with properties calculated with ωB97M-V/def2-TZVPD.

```
89
Properties=species:S:1:pos:R:3:lowdin_charge:R:1
P 1.091 1.520 -4.450 1.147
C 2.828 1.735 -4.836 -0.319
C 3.401 1.178 -5.996 -0.070
H 2.807 0.524 -6.639 0.111
C 4.727 1.472 -6.322 -0.049
H 5.165 1.037 -7.222 0.120
C 5.483 2.313 -5.498 -0.039
H 6.518 2.536 -5.758 0.121
C 4.916 2.861 -4.342 -0.046
H 5.503 3.516 -3.696 0.121
C 3.593 2.572 -4.005 -0.065
H 3.144 2.999 -3.106 0.115
C 0.471 0.123 -5.413 -0.323
C 1.048 -1.143 -5.197 -0.088
H 1.899 -1.249 -4.518 0.106
C 0.554 -2.263 -5.867 -0.053
H 0.982 -3.245 -5.659 0.120
C -0.467 -2.122 -6.811 -0.051
H -0.839 -2.995 -7.350 0.122
C -1.007 -0.861 -7.065 -0.053
H -1.792 -0.738 -7.814 0.121
C -0.556 0.259 -6.364 -0.062
H -0.975 1.246 -6.583 0.117
C 0.189 3.007 -4.918 -0.312
C 0.539 3.670 -6.114 -0.063
H 1.340 3.268 -6.740 0.118
C -0.127 4.836 -6.491 -0.044
H 0.158 5.338 -7.416 0.122
C -1.142 5.358 -5.682 -0.038
H -1.653 6.275 -5.978 0.122
C -1.491 4.707 -4.496 -0.046
H -2.280 5.109 -3.859 0.120
C -0.829 3.539 -4.108 -0.076
H -1.093 3.056 -3.165 0.102
Ce 0.190 0.605 -0.078 -0.031
C -1.941 -0.755 -0.481 -0.130
C -2.318 -0.896 -1.758 -0.370
H -2.494 -1.193 0.364 0.035
C -1.464 -0.265 -2.870 -0.380
O -2.323 0.712 -3.510 -0.042
H -1.821 1.210 -4.185 0.066
C -0.253 0.372 -2.337 -0.295
H -1.142 -1.043 -3.595 0.127
C 0.804 1.087 -2.622 -0.218
Cl -0.262 -0.734 2.175 0.135
Cl 2.765 1.097 0.225 0.112
P 1.353 -2.117 -0.417 0.744
C 2.259 -2.719 1.059 -0.270
H 1.551 -3.107 1.801 0.040
H 2.812 -1.883 1.506 0.040
H 2.962 -3.508 0.758 0.055
C 0.348 -3.589 -0.816 -0.252
H -0.135 -3.445 -1.791 0.029
H -0.437 -3.698 -0.056 0.050
H 0.973 -4.493 -0.840 0.062
C 2.662 -2.197 -1.685 -0.255
H 3.205 -1.242 -1.684 0.031
H 2.215 -2.357 -2.674 0.023
H 3.350 -3.018 -1.440 0.057
P -3.824 -1.707 -2.375 0.888
C -4.455 -2.793 -1.112 -0.166
C -3.325 -2.619 -3.840 -0.162
H -4.585 -2.240 -0.174 0.070
H -3.766 -3.631 -0.946 0.076
H -5.425 -3.186 -1.443 0.075
H -2.976 -1.934 -4.624 0.057
H -4.185 -3.188 -4.218 0.075
H -2.515 -3.316 -3.587 0.071
C -5.011 -0.439 -2.811 -0.162
H -5.169 0.216 -1.947 0.079
H -5.961 -0.907 -3.097 0.072
H -4.607 0.158 -3.637 0.058
H 1.602 1.327 -1.898 -0.016
C -3.548 2.295 3.533 -0.023
N -2.151 2.199 3.882 -0.118
C -1.688 1.881 5.145 -0.013
C -0.335 1.889 5.086 -0.017
N 0.017 2.219 3.793 -0.127
C 1.382 2.297 3.323 -0.050
C -1.101 2.422 3.026 -0.649
Se -1.193 2.883 1.236 0.730
H -4.060 1.356 3.780 0.107
H -3.627 2.492 2.460 0.052
H -4.027 3.108 4.094 0.110
H -2.358 1.680 5.963 0.137
H 0.409 1.690 5.840 0.139
H 1.984 2.819 4.078 0.112
H 1.800 1.294 3.161 0.074
H 1.411 2.853 2.380 0.051
```

**2S+1**: 1
**Charge**: +2
**Frontier orbital gap (spin up / spin down)**: 7.25 / 7.25 eV

=====

Number 1: total energy -166792.020 eV. Number 2: total energy -75736.010 eV. Number 3: total energy -130770.747 eV. Number 4: total energy -125331.535 eV. Number 5: total energy -172190.981 eV.